(1)
C5H7O3 | wB97M-V/def2-TZVPD

Last column: Mulliken charge in e.
Atoms and positions in Å:
O -2.6575 -1.4947 0.4486  -0.68
C -2.2929 -0.3246 0.3523  0.48
O -2.7610 0.7364 0.8458  -0.72
C -0.9594 -0.0762 -0.3758  -0.12
C 0.0862 0.0072 0.6241  -0.32
C 1.5017 0.0840 0.3987  -0.33
C 2.4376 -0.7535 1.0276  -0.30
O 3.6411 -0.7805 0.7154  -0.64
H -0.9758 1.2984 -2.9991  0.01
H -0.8141 -0.5146 -1.3508  0.51
H -0.3327 -0.1006 1.6249  0.39
H -0.5581 1.0185 -0.0091  0.09
H -0.2688 1.3710 -3.0068  0.01
H 1.8322 0.9841 -0.1100  0.29
H 2.1216 -1.4551 1.8144  0.33

Values from the calculation:
Electronic energy ... -420.342654 Ha
Total charge ... -1
HOMO-LUMO gap ... 0.2785 hartree
Largest force on an atom ... 0.0515 hartree/bohr

(2)
C16H31BeNOP2 | wB97M-V/def2-TZVPD

Last column: Mulliken charge in e.
Atoms and positions in Å:
P -0.3055 -2.6369 -0.7130  1.47
P 0.1243 0.7959 -1.8277  1.20
C -0.6735 -1.9174 -2.4031  -1.19
C 0.1179 -0.7236 -2.8889  -1.38
H -1.7696 -1.8204 -2.4366  0.40
H -0.4227 -2.7733 -3.0649  0.58
H 1.1828 -0.9466 -3.0936  0.48
H -0.4336 -0.3653 -3.7658  0.42
C -1.3664 1.4750 -2.4749  -1.68
H -1.5891 2.4397 -1.9995  0.43
H -2.2188 0.7928 -2.3026  0.30
H -1.2526 1.6185 -3.5808  0.46
C 1.3507 1.7266 -2.8501  -1.38
H 0.9129 2.1479 -3.7506  0.39
H 2.2028 1.0815 -3.1113  0.39
H 1.6829 2.5338 -2.1910  0.32
C -1.4778 -3.9550 -1.2425  -1.45
H -1.6354 -4.6951 -0.4654  0.51
H -1.0470 -4.4570 -2.1136  0.35
H -2.4514 -3.5254 -1.4980  0.40
C 1.2454 -3.3320 -1.4250  -1.61
H 2.0248 -2.5743 -1.5796  0.34
H 1.0309 -3.7783 -2.4018  0.45
H 1.8031 -4.1471 -0.9400  0.59
Be -0.7569 -2.5757 1.3295  -0.64
C 0.4711 4.2537 2.5745  -0.31
C -0.7770 4.1745 2.0815  -0.46
C -1.4660 2.9832 1.4588  -0.27
C -1.0150 1.5980 2.0014  -1.20
C -0.0480 0.9826 1.0782  0.53
C 1.2438 1.2859 0.8589  -0.43
C 1.9113 2.5233 1.2997  -0.70
C 1.4397 3.0580 2.6985  -0.88
C 0.4637 -3.7954 1.3224  -0.85
H 0.8774 5.1525 3.0694  0.33
H -1.4007 5.0872 2.0282  0.31
H -1.3547 2.9650 0.3559  0.07
H -2.5502 3.0539 1.6711  0.39
H -0.7259 1.7157 3.0324  0.50
H -1.8940 0.9230 1.9998  0.38
H -0.3737 0.0017 0.7293  -0.25
H 1.8340 0.6287 0.2065  0.59
H 1.7190 3.2566 0.4899  0.19
H 2.9985 2.3128 1.3566  0.39
H 1.0310 2.2241 3.3072  0.34
H 2.3378 3.4429 3.1999  0.43
H 0.8310 -3.7678 2.3947  0.44
H 1.3742 -3.9926 0.6703  0.36
H -0.4149 -4.4324 1.1212  -0.04
O -0.7416 -2.0923 5.1210  -0.58
C -0.9163 -1.9945 3.9282  0.89
N -1.1328 -1.9369 2.7353  -0.34

Values from the calculation:
Electronic energy ... -1455.576922 Ha
Total charge ... 0
HOMO-LUMO gap ... 0.2801 hartree
Largest force on an atom ... 0.0637 hartree/bohr

(3)
C30H28BF4O18 | wB97M-V/def2-TZVPD

Last column: Mulliken charge in e.
Atoms and positions in Å:
B -27.9706 -17.3733 25.2208  0.38
F -28.2164 -17.7996 23.8768  -0.40
F -27.1386 -18.2773 25.7935  -0.30
F -27.3646 -16.0665 25.0918  0.09
F -29.1584 -17.2667 25.9331  -0.24
C -35.2651 -17.1497 28.4038  -0.76
C -34.9023 -15.6804 28.0663  -0.06
C -33.6088 -15.2983 27.6583  1.00
O -33.2701 -14.1195 27.3420  -0.68
C -32.5571 -16.2648 27.4926  -0.45
C -32.8703 -17.7612 27.9687  0.42
C -34.1830 -18.1486 28.5903  0.27
O -34.4282 -19.2304 29.0272  -0.49
O -31.9670 -18.7668 27.7709  -0.47
O -35.7261 -14.6025 28.0169  -0.51
H -36.2707 -17.4594 28.3620  0.44
H -31.7427 -15.8704 26.8700  0.59
H -31.1322 -18.3075 27.8136  0.33
H -35.2665 -13.7798 28.2217  0.36
C -29.5094 -11.8359 26.5190  -1.09
C -28.4142 -12.8348 26.0525  0.64
C -27.5246 -12.5317 24.9900  0.62
O -26.6722 -13.3880 24.6343  -0.42
C -27.6359 -11.2130 24.3995  -1.71
C -28.5545 -10.1726 24.8218  0.36
C -29.4732 -10.3908 26.0129  0.77
O -30.1648 -9.4634 26.4154  -0.63
O -28.7328 -8.9411 24.2220  -0.61
O -28.4217 -14.0887 26.5888  -0.53
H -30.1218 -12.1541 27.2635  0.61
H -27.0222 -10.8874 23.8969  1.20
H -29.4751 -8.2872 24.6347  0.41
H -28.0418 -14.7682 25.9720  0.28
C -24.2961 -23.0602 22.5745  -0.81
C -23.3206 -21.9799 22.7955  0.35
C -23.7638 -20.5330 22.9824  0.75
O -22.9728 -19.6949 23.2780  -0.59
C -25.2069 -20.2684 22.9373  -0.50
C -26.2251 -21.4366 22.6968  0.67
C -25.7219 -22.8360 22.4943  0.48
O -26.5011 -23.8026 22.3857  -0.59
O -27.5269 -21.1859 22.6161  -0.50
O -21.9887 -22.1564 22.7547  -0.50
H -23.9955 -24.1797 22.5398  0.29
H -25.6206 -19.3063 23.1307  0.22
H -27.5040 -20.1213 22.7224  0.37
H -21.4221 -21.5053 22.9957  0.32
C -21.9648 -15.2298 22.8213  -0.84
C -22.7821 -15.1962 21.4886  0.32
C -24.2703 -15.4102 21.5103  0.71
O -24.8883 -15.3208 20.4905  -0.66
C -24.8832 -15.8829 22.7693  -0.48
C -24.0285 -15.8928 24.0898  0.63
C -22.5208 -15.5649 24.1316  0.45
O -21.9339 -15.4737 25.1416  -0.53
O -24.7215 -15.9179 25.2179  -0.48
O -22.1835 -14.7721 20.3456  -0.50
H -20.7916 -14.7964 22.7901  0.17
H -25.8761 -16.2809 22.7291  0.57
H -25.5584 -15.9641 24.9173  0.06
H -22.7349 -14.7242 19.6157  0.32
C -24.6869 -18.7160 31.0209  -0.87
C -24.2884 -19.4429 29.7298  0.56
O -23.5285 -20.3883 29.7589  -0.55
C -24.7528 -18.9062 28.3994  -0.85
H -23.7780 -18.9682 31.7564  0.28
H -25.6090 -19.2554 31.3656  0.24
H -25.1274 -17.6502 30.8883  0.28
H -25.7021 -18.4288 28.3144  0.32
H -24.7485 -19.7832 27.5538  0.23
H -24.1781 -18.1260 28.1273  0.36
C -29.5265 -14.6143 22.7206  -1.22
C -29.0391 -13.5645 21.7945  0.76
O -29.7347 -12.6199 21.4836  -0.63
C -27.6891 -13.7095 21.0832  -1.04
H -28.6022 -14.8447 23.4027  -0.11
H -29.7470 -15.5813 22.2751  0.46
H -30.4390 -14.5184 23.0455  0.67
H -27.4754 -14.8003 20.9602  0.23
H -26.8412 -13.4013 21.5939  0.25
H -27.6164 -13.3128 20.1086  0.51

Values from the calculation:
Electronic energy ... -2938.421926 Ha
Total charge ... -1
HOMO-LUMO gap ... 0.2197 hartree
Largest force on an atom ... 0.3149 hartree/bohr

(4)
C3H9N3 | wB97M-V/def2-TZVPD

Last column: Mulliken charge in e.
Atoms and positions in Å:
H -0.0285 -2.1779 0.5202  0.21
N 0.2261 -1.4615 1.1980  -0.73
C 0.0799 -0.2804 0.7300  0.75
C 0.4334 0.8947 1.6026  -1.12
N -1.2947 0.0656 -0.2204  -0.47
C -0.7281 -0.2655 -1.4741  -0.48
N 0.7734 -0.1898 -1.2143  -0.57
H -0.3819 1.0784 2.3033  0.28
H 1.3305 0.6812 2.1914  0.34
H 0.5920 1.7927 1.0034  0.31
H -1.5220 1.0564 -0.1846  0.29
H -0.9825 0.4170 -2.2925  0.35
H -0.9279 -1.3112 -1.7330  0.27
H 1.3012 -1.0618 -1.1626  0.31
H 1.1290 0.7621 -1.2672  0.27

Values from the calculation:
Electronic energy ... -283.875473 Ha
Total charge ... 0
HOMO-LUMO gap ... 0.3463 hartree
Largest force on an atom ... 0.0801 hartree/bohr

(5)
C18H24ClF2IN11O8P | wB97M-V/def2-TZVPD

Last column: Mulliken charge in e.
Atoms and positions in Å:
N -0.6717 0.3765 3.3487  -0.63
C -0.6419 -0.1117 2.3102  0.14
C -0.4897 -0.7705 0.9754  0.35
I -2.4279 -0.5374 0.0394  0.21
C 0.5445 0.0719 0.2184  -0.93
C 0.1155 1.4997 -0.1065  0.22
O -0.6068 2.1856 0.5684  -0.53
C 0.7368 2.0737 -1.3592  0.07
C 2.1325 1.9889 -1.4524  -0.14
C 2.7903 2.4591 -2.5832  -0.98
C 2.0427 3.0081 -3.6306  -0.27
C 0.6565 3.1132 -3.5149  -0.74
C -0.0076 2.6443 -2.3808  -0.26
C -0.0657 -2.2689 1.2539  1.51
C -0.7421 -2.6618 2.5403  -0.08
N -1.3468 -3.1396 3.3916  -0.52
N -0.3325 -3.2092 0.1507  0.23
C -1.6608 -3.8018 0.1023  0.33
O -2.3884 -3.6030 -0.8005  -0.44
F -2.0139 -4.6767 1.0412  -0.16
C 0.5737 -4.3559 0.1236  0.37
O 1.3039 -4.5982 -0.7611  -0.45
F 0.4478 -5.2261 1.1381  -0.09
P 1.7948 -2.5166 1.7269  -0.02
O 2.0141 -1.3063 2.8010  -0.45
Cl 2.9734 -1.9976 0.1033  -0.19
H 1.4794 0.1360 0.7884  0.22
H 0.7808 -0.4243 -0.7256  0.69
H 2.7022 1.5582 -0.6349  0.38
H 3.8686 2.3903 -2.6279  0.44
H 2.5562 3.3481 -4.5245  0.46
H 0.1261 3.5447 -4.3537  0.39
H -1.0840 2.7252 -2.3021  0.47
H 2.9565 -1.2448 3.0070  0.34
N -0.4994 -6.6022 3.4906  -0.24
C -1.1578 -7.0289 4.6089  0.62
N -2.5214 -7.0665 4.4986  -0.35
O -0.5765 -7.3519 5.6297  -0.65
H -0.9589 -6.3325 2.6430  0.12
H 0.5006 -6.5574 3.5378  0.14
H -3.0366 -7.3735 5.3012  0.20
H -3.0192 -6.8022 3.6706  0.16
N 2.1357 5.4926 -7.4671  -0.40
C 3.2266 5.5646 -6.6462  0.69
N 3.6763 6.8274 -6.3829  -0.40
O 3.7601 4.5716 -6.1820  -0.65
H 1.6812 6.2941 -7.8598  0.16
H 1.7834 4.5787 -7.6810  0.22
H 4.4750 6.9126 -5.7832  0.22
H 3.2540 7.6567 -6.7530  0.16
N -7.7038 -0.0729 0.0038  -0.42
C -6.4809 -0.6140 0.2814  0.67
N -6.2829 -0.9782 1.5819  -0.34
O -5.6240 -0.7614 -0.5752  -0.62
H -8.4221 0.0575 0.6893  0.15
H -7.8773 0.2041 -0.9438  0.22
H -5.3927 -1.3775 1.8163  0.18
H -6.9702 -0.8659 2.3017  0.17
N 1.8268 2.9848 2.7783  -0.28
C 3.1329 2.6939 2.5423  0.68
N 4.0349 3.6032 3.0167  -0.45
O 3.4810 1.6842 1.9427  -0.59
H 1.5160 3.8029 3.2654  0.16
H 1.1408 2.3336 2.4387  0.12
H 5.0058 3.4138 2.8551  0.24
H 3.7761 4.4359 3.5091  0.14

Values from the calculation:
Electronic energy ... -3203.666068 Ha
Total charge ... 0
HOMO-LUMO gap ... 0.3229 hartree
Largest force on an atom ... 0.0385 hartree/bohr

(6)
C23H33N4OOsPSi | wB97M-V/def2-TZVPD

Last column: Mulliken charge in e.
Atoms and positions in Å:
Os -0.0499 0.0312 -1.2918  0.71
Si 2.2590 0.5207 -1.9118  0.61
P -0.6084 0.5669 -3.4939  0.75
N -0.4357 -1.6042 -1.6292  -0.33
H 1.0761 1.0352 -0.6708  0.17
C -2.3910 0.5086 -3.9865  -1.27
H -2.5359 0.3670 -5.0689  0.45
H -2.8963 1.4311 -3.6828  0.35
H -2.8648 -0.3410 -3.4813  0.34
C -0.0487 2.1113 -4.3364  -1.14
H -0.3861 2.1515 -5.3839  0.46
H 1.0463 2.1588 -4.3309  0.31
H -0.4524 2.9866 -3.8152  0.16
C 0.0105 -0.7355 -4.6590  -1.24
H -0.2107 -0.4872 -5.7060  0.47
H -0.4730 -1.6919 -4.4312  0.35
H 1.0913 -0.8535 -4.5523  0.33
C 3.0716 2.0931 -1.3002  -1.12
H 2.5777 2.4078 -0.3720  0.34
H 2.9828 2.8487 -2.0956  0.26
H 4.1162 1.8006 -1.1203  0.41
H 2.9374 -0.6301 -1.2977  -0.30
H 2.4938 0.4800 -3.3637  -0.20
C -0.3445 -2.9183 -1.5895  0.15
C -1.4112 -5.0859 -1.3223  -0.46
C -1.4661 -3.7108 -1.1933  -0.57
C 0.8700 -3.5749 -1.9632  0.15
C 0.8902 -4.9526 -2.0902  -0.57
C -0.2366 -5.7214 -1.7674  -0.38
H -2.2862 -5.6878 -1.0860  0.36
H -2.3470 -3.1867 -0.8334  0.41
H 1.7492 -2.9604 -2.1649  0.30
H 1.7903 -5.4527 -2.4520  0.36
H -0.2055 -6.8193 -1.8584  0.35
C -1.8094 3.0611 -0.6774  0.91
O -2.1810 1.9882 -1.2599  -0.55
C -1.8989 3.0449 0.7852  -0.67
H -1.4287 3.8949 1.2816  0.39
H -1.4630 2.1300 1.2180  -0.10
H -2.9688 2.9303 0.9510  0.37
C -0.8289 3.9870 -1.3836  -1.05
H -1.3589 4.4395 -2.2352  0.36
H 0.1079 3.5544 -1.8364  0.03
H -0.4717 4.7355 -0.6558  0.41
N -0.7384 1.3290 9.7087  -0.60
C -0.4866 1.0276 8.6078  0.17
C -0.1903 0.6530 7.2406  0.25
C -0.9592 1.1865 6.1941  -0.96
C -0.7078 0.8243 4.8733  -0.50
C 0.3235 -0.0795 4.5804  1.71
C 1.1111 -0.6088 5.6192  -0.53
C 0.8465 -0.2379 6.9390  -1.01
N 0.5771 -0.4306 3.2277  0.29
C 1.6247 -1.2233 2.7592  -0.32
C 1.5269 -1.2070 1.3841  -1.04
N 0.4647 -0.3822 0.9663  -0.08
C -0.1267 -0.0223 2.1144  -0.95
H -1.7608 1.8920 6.4256  0.38
H -1.3144 1.2568 4.0725  0.22
H 1.9184 -1.3047 5.3959  0.24
H 1.4515 -0.6409 7.7542  0.39
H 2.3348 -1.7301 3.4037  0.31
H 2.1541 -1.6675 0.6549  0.39
H -1.0601 0.5151 2.1926  0.58

Values from the calculation:
Electronic energy ... -1911.755722 Ha
Total charge ... 0
HOMO-LUMO gap (alpha / beta) ... 0.1183 / 0.2055 hartree
2S+1 ... 5
Largest force on an atom ... 0.1106 hartree/bohr

(7)
C43H22Cl2F5N10O4Ti | wB97M-V/def2-TZVPD

Last column: Mulliken charge in e.
Atoms and positions in Å:
Ti 1.1430 0.0996 1.3653  -1.98
Cl 1.0863 5.5044 5.7073  -0.23
C 1.6315 4.1970 4.7089  0.15
C 0.6733 3.3896 4.1046  -0.92
C 1.0857 2.3434 3.2927  -0.03
N 0.2726 1.4937 2.5337  1.17
C -1.0883 1.5919 2.5374  -0.20
O -1.7898 2.2699 3.2687  -0.74
C -1.7186 0.7886 1.4318  0.70
C -3.0623 0.9223 1.1340  -1.18
C -3.5653 0.2384 0.0403  -0.93
C -2.7125 -0.5683 -0.7024  -0.37
C -1.3832 -0.6515 -0.3344  -0.74
N -0.8912 0.0283 0.7071  2.08
C 2.4580 2.0824 3.1218  -0.20
C 3.4037 2.9042 3.7119  -0.96
C 2.9807 3.9638 4.5082  0.07
Cl 4.1849 4.9741 5.2367  -0.23
N 2.6941 0.9464 2.3279  0.61
C 3.9542 0.4471 2.1295  0.09
O 5.0218 0.9661 2.4038  -0.73
C 3.9197 -0.9306 1.5206  0.26
C 5.0314 -1.7491 1.4975  -0.69
C 4.8934 -3.0252 0.9730  -0.55
C 3.6658 -3.4246 0.4657  -1.21
C 2.6063 -2.5375 0.5189  -0.26
N 2.7300 -1.3265 1.0647  0.96
H -0.3739 3.5816 4.2661  0.69
H -3.6635 1.5684 1.7568  0.63
H -4.6034 0.3299 -0.2501  0.45
H -3.0766 -1.1247 -1.5558  0.48
H -0.6955 -1.2753 -0.8915  0.00
H 4.4566 2.7280 3.5658  0.70
H 5.9625 -1.3707 1.8927  0.58
H 5.7341 -3.7051 0.9600  0.43
H 3.5084 -4.4109 0.0553  0.56
H 1.6355 -2.8132 0.1272  0.70
F 3.3090 1.7043 -4.2828  -0.37
C 2.8052 1.3322 -3.0836  0.13
C 2.9492 2.1809 -2.0052  -0.83
C 2.4274 1.7880 -0.7792  -0.68
C 1.7624 0.5683 -0.6138  1.90
C 1.6687 -0.2587 -1.7359  -0.17
C 2.1726 0.1102 -2.9765  -0.77
H 3.4562 3.1284 -2.1277  0.47
H 2.5274 2.4744 0.0545  0.28
H 1.2073 -1.2408 -1.6756  0.01
H 2.0869 -0.5338 -3.8409  0.53
F 1.2335 -5.2836 -0.3005  -0.43
C -0.0461 -4.8548 -0.3266  0.14
C -0.7369 -4.9500 -1.5165  0.35
F -0.0921 -5.4841 -2.5659  -0.38
C -2.0240 -4.4217 -1.6870  0.63
C -2.5735 -3.8740 -0.5192  0.58
C -1.8730 -3.7636 0.6647  0.24
F -2.4765 -3.1485 1.7004  -0.53
C -0.5728 -4.2390 0.8079  0.79
C 0.2439 -3.9383 1.9942  -0.40
C 0.3086 -2.6305 2.3532  0.80
N 0.4433 -1.4814 2.5605  -0.01
C 1.1992 -4.8234 2.5436  0.22
N 1.9942 -5.5387 2.9738  -0.69
F -3.8357 -3.4061 -0.5327  -0.51
C -2.7061 -4.3567 -2.9596  -0.48
C -2.4893 -5.2795 -4.0018  0.04
N -2.3414 -6.0358 -4.8613  -0.65
C -3.4750 -3.2241 -3.2342  0.28
N -4.0520 -2.2455 -3.4614  -0.74
O -4.9832 0.5346 -3.5329  -0.57
C -3.9070 1.1922 -4.1279  -0.64
N -2.9763 1.7349 -3.1509  0.12
C -3.0125 3.0401 -2.7798  0.24
O -3.6701 3.8907 -3.3487  -0.70
C -2.1809 3.4066 -1.5830  0.57
C -2.6239 4.4568 -0.7873  -0.62
C -1.8836 4.8170 0.3215  -0.87
C -0.7113 4.1222 0.5864  -0.39
N -0.2627 3.1320 -0.1767  0.10
C -0.9863 2.7859 -1.2387  -0.85
H -4.7986 -0.4237 -3.4805  0.53
H -4.2892 2.0499 -4.6795  0.47
H -3.3638 0.5271 -4.8052  0.36
H -2.5352 1.0842 -2.5172  -0.17
H -3.5378 4.9681 -1.0575  0.49
H -2.2012 5.6150 0.9774  0.47
H -0.1126 4.3630 1.4593  0.58
H -0.5744 1.9835 -1.8455  0.97

Values from the calculation:
Electronic energy ... -4769.769898 Ha
Total charge ... -1
HOMO-LUMO gap ... 0.1951 hartree
Largest force on an atom ... 0.0132 hartree/bohr